{"formula": "C6H10S", "method": "ωB97M-V/def2-TZVPD", "gap_ha": [0.246, 0.351], "e_homo_ev": [-5.740, -10.131], "max_force_ha_per_bohr": 0.0867, "lumo_energy_ev": [0.96, -0.58], "multiplicity": 3, "total_energy_ev": -17212.27864, "de_lowest_kcal_mol": 59.61, "total_charge": 0, "species": ["C", "C", "C", "C", "C", "C", "S", "H", "H", "H", "H", "H", "H", "H", "H", "H", "H"], "xyz": [[-2.4692, 1.2612, 0.5786], [-1.8406, 1.4537, -0.4370], [-0.1362, -1.2453, -1.5607], [0.0517, -1.0982, 0.9740], [2.2774, 1.4694, 0.6812], [0.5908, -0.6362, -0.3271], [1.5216, 0.7076, -0.6414], [-2.5833, 1.1362, 1.6245], [-1.2014, -0.8257, -1.5515], [-0.1148, -2.2374, -1.3012], [0.5889, -1.0143, -2.4579], [0.6338, -1.9646, 1.2428], [0.0705, -0.3613, 1.6726], [-0.9437, -1.2773, 0.9349], [2.0733, 1.0889, 1.6407], [-1.7625, 1.6824, -1.4538], [3.2437, 1.8610, 0.3812]], "forces_ev_per_angstrom": [[1.5, 0.1, 0.0], [-1.8, 0.0, 0.7], [2.1, 4.0, 0.0], [2.8, -0.4, -1.7], [0.3, -0.6, -0.3], [-2.3, -1.9, 0.0], [0.8, 2.3, -2.7], [-0.6, -0.1, 0.2], [1.5, -0.6, -0.7], [-0.4, -2.7, -0.1], [-2.1, -0.6, 1.2], [-0.1, -0.5, 0.7], [0.8, 2.1, 2.5], [-3.2, -1.3, -0.6], [0.0, 0.0, 1.2], [0.7, 0.1, -0.9], [-0.1, 0.2, 0.4]]}